DFT (the ωB97M-V functional and the def2-TZVPD basis) results for a structure of composition C40H40IrN5O3S3Si.

Properties
calculated total energy: -3636.05077 Eh
HOMO (alpha / beta): -10.33 / -10.23 eV
total charge: +1
orbital gap (alpha / beta): 7.58 / 5.00 eV
multiplicity: 2

Atoms and positions in Å:
Ir: -0.64344 -0.34030 0.26435
S: -1.13953 3.55698 2.36816
C: -1.01699 2.37050 3.59683
C: -0.85758 1.10731 3.10558
C: -0.84436 1.08611 1.68458
C: -0.98638 2.34718 1.15702
C: -0.97552 2.51649 -0.28227
C: -1.20206 3.70516 -0.96188
C: -1.25351 3.69000 -2.34129
C: -1.08295 2.48888 -3.01643
C: -0.83319 1.34256 -2.29158
N: -0.76253 1.35066 -0.95268
H: -1.05437 2.67646 4.63070
H: -0.74877 0.23480 3.73500
H: -1.34888 4.61922 -0.40347
H: -1.43583 4.60527 -2.88849
H: -1.13192 2.43252 -4.09442
H: -0.66602 0.39875 -2.78592
C: 2.58049 1.28486 0.58362
C: 2.23617 0.17970 1.51579
C: 3.02322 -0.22033 2.56996
C: 2.61906 -1.29235 3.38171
C: 1.44226 -1.96184 3.16026
C: 0.66553 -1.53735 2.06779
N: 1.11079 -0.52109 1.27047
N: -0.54490 -1.90158 1.60225
Si: -1.44430 -3.35371 2.03812
C: -0.24685 -4.73580 2.45162
C: -2.56493 -3.84003 0.63470
C: -2.46202 -2.95432 3.55451
H: 3.17768 0.89960 -0.24490
H: 3.15601 2.05958 1.08658
H: 1.69370 1.73229 0.14247
H: 3.95204 0.29628 2.76379
H: 3.24551 -1.58681 4.21422
H: 1.10595 -2.75816 3.80670
H: 0.73216 -4.61539 1.98748
H: -0.65896 -5.68800 2.11092
H: -0.09901 -4.81426 3.53058
H: -2.05039 -3.87591 -0.32711
H: -3.43162 -3.18051 0.55147
H: -2.94568 -4.84387 0.84194
H: -1.82092 -2.66942 4.39248
H: -3.06494 -3.80753 3.87371
H: -3.14398 -2.12292 3.35700
O: 1.49486 -1.40093 -1.48354
S: 0.43570 -1.99763 -2.25658
O: 0.29234 -1.65800 -3.64966
N: -0.89202 -1.60757 -1.41815
C: -2.17758 -1.66175 -1.92152
C: -2.62074 -2.25762 -3.08323
C: -3.99095 -2.26897 -3.40515
C: -4.93058 -1.70467 -2.58912
C: -4.51531 -1.06757 -1.39952
C: -5.41077 -0.48846 -0.47494
C: -4.93594 0.08154 0.67014
C: -3.55256 0.12623 0.89481
N: -2.68603 -0.38462 0.04044
C: -3.14260 -1.02013 -1.09459
C: 0.57863 -3.74688 -2.13088
C: 1.05066 -4.28338 -0.93869
C: 1.12449 -5.65914 -0.80485
C: 0.73095 -6.48217 -1.85426
C: 0.27311 -5.93507 -3.04297
C: 0.19735 -4.55709 -3.18946
H: -1.91460 -2.72021 -3.75553
H: -4.29886 -2.75239 -4.32284
H: -5.98350 -1.73713 -2.83394
H: -6.47353 -0.51764 -0.68134
H: -5.59741 0.51272 1.40716
H: -3.14980 0.59222 1.78148
H: 1.36554 -3.61876 -0.14387
H: 1.49619 -6.09285 0.11379
H: 0.79352 -7.55699 -1.74698
H: -0.01561 -6.57955 -3.86223
H: -0.12413 -4.11384 -4.12211
C: 2.25957 2.40712 -4.78387
S: 2.18016 1.59706 -3.17679
O: 2.39302 2.68386 -2.17839
C: 3.70075 0.66894 -3.31704
C: 3.69185 -0.54112 -3.99639
C: 4.87134 -1.26236 -4.09215
C: 6.03135 -0.78332 -3.49479
C: 6.01803 0.41854 -2.80147
C: 4.84441 1.15516 -2.70819
H: 3.23479 2.87612 -4.90094
H: 1.47422 3.16205 -4.78756
H: 2.08416 1.67010 -5.56689
H: 2.77131 -0.92064 -4.42630
H: 4.88440 -2.20564 -4.62211
H: 6.94784 -1.35405 -3.56578
H: 6.92257 0.78477 -2.33394
H: 4.80135 2.09677 -2.17448